Computed, not measured: 2 unconnected molecules or ions with the total composition C6H13ClN2O2 at a distorted geometry, with the ωB97M-V functional and the def2-TZVPD basis.

Each line ends with the Löwdin charge.
Geometry (Å):
Cl -4.0069 0.8057 0.6778  0.440
O 0.7289 -1.5115 0.7416  -0.075
O 0.6509 0.6693 -0.0312  -0.109
N -2.1017 -1.2343 1.9308  0.072
N -2.2427 0.7697 0.6592  -0.402
C 0.2996 -2.1520 -0.5890  -0.107
C 1.2684 -1.8097 -1.7825  -0.045
C 0.4611 -0.2052 0.9527  -0.277
C 0.7085 2.0555 0.4061  -0.189
C 1.0181 2.9042 -0.9065  -0.038
C -1.6675 -0.1659 1.2726  -0.448
H 0.3835 2.3946 -1.6113  0.064
H -1.4113 -2.0183 2.0130  0.109
H 2.2400 -2.1566 -1.5512  0.065
H 2.0337 2.6194 -1.0577  0.051
H 1.3986 -0.7566 -1.9449  0.060
H -0.6145 -1.7715 -0.9197  0.089
H 0.8860 4.0190 -0.9964  0.093
H 0.2785 -3.2147 -0.4152  0.112
H 1.5230 2.0284 1.1778  0.125
H 0.8590 0.0821 1.9289  0.146
H 0.7582 -2.1371 -2.6281  0.056
H -3.1295 -1.4830 1.8426  0.095
H -0.3219 2.2686 0.8304  0.113

Calculated values
Total energy: -956.45960 Ha
Orbital gap: 9.139 eV
LUMO level: 0.0309 hartree
Energy above the lowest of the compared OMol25 structures with the same formula, charge and spin: 0.0 kJ/mol
Total charge: 0